1.
Molecular formula: C58H60FeNO2S2Si
Method: DFT, the ωB97M-V functional and the def2-TZVPD basis

As for the HOMO energy (alpha / beta): -6.72 / -7.48 eV. Its spin multiplicity is 2. The calculation puts the frontier orbital gap (alpha / beta) at 6.979 / 7.739 eV.

Each line ends with the Mulliken charge.
Atoms and positions in Å:
Fe1 0.5002 0.1914 -0.1697  1.560
S1 -2.7182 -0.0884 -0.7922  1.008
S2 -1.6563 0.9241 -4.0333  0.803
Si1 1.1307 4.6345 -2.4882  -0.015
O1 -1.7505 0.1238 0.3593  -0.459
O2 -0.1978 -1.1772 -1.5205  0.156
N1 1.0288 -1.5837 -1.4009  0.043
C1 -0.5308 0.3338 -5.2728  0.320
C2 -8.2150 -0.7420 -4.0567  -0.835
C3 -0.4769 -0.9656 -5.7633  -0.244
C4 -8.1883 -1.3429 1.5442  -1.572
C5 2.7730 -2.8767 -2.3958  0.565
C6 3.8320 -0.5200 -2.1128  -1.524
C7 -0.9038 -4.0752 -1.8170  0.035
C8 2.3785 -0.7373 -8.2705  -1.597
C9 2.9742 4.8729 -2.7889  -1.105
C10 -5.9225 -0.2305 1.7201  -1.049
C11 0.2134 4.6417 -4.1307  -0.795
C12 3.9744 -2.2808 -0.2887  -1.254
C13 -4.2671 0.6979 -3.4774  -0.357
C14 1.3986 0.8885 -6.6086  -0.777
C15 0.4717 -3.7772 -2.4419  -0.304
C16 -4.5132 3.0813 -2.7158  1.461
C17 0.4387 1.2534 -5.6746  -0.565
C18 0.9229 -4.7386 -3.3394  -0.692
C19 -5.4533 5.6881 -3.2053  -0.629
C20 -5.6395 4.6680 -4.1626  -1.095
C21 -6.6348 0.5185 -2.7382  -1.028
C22 -3.2678 0.3143 -4.3745  0.301
C23 1.7154 1.1901 1.8105  -1.455
C24 -3.5391 3.8546 -0.6046  -0.965
C25 2.0716 -0.1315 2.0777  -0.465
C26 -5.1285 -1.3336 -0.6958  -0.207
C27 -4.6618 0.0515 1.2201  -0.616
C28 3.8890 -2.0221 -1.8011  0.256
C29 0.8923 3.0401 -1.6157  -0.326
C30 1.2319 -0.9650 2.8187  1.166
C31 3.1512 -3.8860 -3.2627  -0.743
C32 -5.9046 -0.6164 -4.7691  0.880
C33 1.6075 -2.4021 3.0723  -1.474
C34 -3.6126 -0.4474 -5.5193  -0.869
C35 -4.0183 1.7624 -2.4437  -0.911
C36 1.4058 -0.3843 -7.1736  0.928
C37 -6.3896 -1.6070 -0.1880  -0.718
C38 -2.0905 -3.3891 -2.5095  -1.184
C39 -4.2778 -0.4931 0.0072  0.343
C40 -0.3303 0.8740 3.0320  -0.507
C41 -4.8856 -0.8910 -5.7082  -1.492
C42 2.2296 -4.7782 -3.7933  -1.358
C43 -3.0294 2.6155 -0.3774  -0.380
C44 -5.1944 3.4001 -3.9203  -0.585
C45 -7.2319 -1.0815 -4.9410  -0.891
C46 -3.2959 1.5692 -1.2839  0.394
C47 -7.9064 0.0577 -2.9347  -0.653
C48 0.7391 1.9594 -1.0680  0.311
C49 -4.2992 4.1169 -1.7713  0.710
C50 -5.5960 0.2038 -3.6555  1.375
C51 0.5390 6.1318 -1.5222  -0.994
C52 -0.9458 -3.8643 -0.2967  -1.601
C53 0.0349 -0.4398 3.2981  -0.308
C54 -6.8057 -1.0528 1.0200  0.928
C55 0.5005 1.6912 2.2806  -0.185
C56 1.3867 -2.7372 -2.0587  0.800
C57 0.4711 -1.3071 -6.7199  -0.821
C58 -4.8035 5.4136 -2.0374  -1.248
H1 2.9987 -0.0290 -1.6286  0.044
H2 -4.6550 6.1910 -1.2959  0.456
H3 2.4056 1.8454 1.2936  0.555
H4 -4.8088 -1.7556 -1.6453  0.372
H5 -5.1360 -1.4548 -6.6007  0.391
H6 -8.4762 -0.6407 2.3257  0.369
H7 0.8026 4.1850 -4.9321  0.301
H8 1.9502 -0.4818 -9.2433  0.300
H9 -0.0683 -4.3170 0.1751  0.343
H10 -1.8382 -4.3463 0.1142  0.533
H11 -8.6883 0.3150 -2.2284  0.463
H12 -0.6183 -1.0697 3.8918  0.398
H13 -2.4092 2.3943 0.4832  0.334
H14 -0.7210 4.0850 -4.0521  0.023
H15 -5.3498 2.6264 -4.6612  0.492
H16 -7.0661 -2.2477 -0.7437  0.452
H17 2.5446 -5.5322 -4.5058  0.394
H18 0.6635 7.0355 -2.1277  0.324
H19 -2.1271 -3.6680 -3.5648  0.415
H20 4.7572 -0.0433 -1.7718  0.484
H21 0.4859 -2.3226 -7.1024  0.348
H22 -0.9851 -2.8128 -0.0331  -0.110
H23 -3.9782 0.6964 1.7632  0.420
H24 -6.4012 1.1325 -1.8750  0.468
H25 -1.0393 -5.1468 -1.9740  0.838
H26 -8.2377 -2.3504 1.9636  0.306
H27 -7.4527 -1.7047 -5.8020  0.462
H28 -2.8650 -0.6268 -6.2779  0.845
H29 -9.2320 -1.0807 -4.2108  0.400
H30 -1.1410 -1.7241 -5.3818  0.669
H31 4.1993 -3.9847 -3.5256  0.397
H32 3.4572 3.9303 -3.0645  0.254
H33 -3.3583 4.6649 0.0935  0.460
H34 3.3099 -0.1803 -8.1626  0.389
H35 -2.0182 -2.3082 -2.4315  -0.004
H36 3.0386 -0.4971 1.7545  0.456
H37 2.5978 -1.8059 -8.2734  0.371
H38 4.0868 -3.3486 -0.0872  0.379
H39 2.1472 1.6163 -6.9120  0.377
H40 -8.9197 -1.2879 0.7371  0.346
H41 0.2257 2.7170 2.0673  0.486
H42 1.2322 -3.0345 2.2633  0.072
H43 3.4660 5.2472 -1.8855  0.299
H44 3.1542 5.5934 -3.5939  0.353
H45 1.1728 -2.7621 4.0043  0.503
H46 4.8358 -1.7591 0.1431  0.489
H47 -0.0372 5.6637 -4.4345  0.439
H48 -6.1426 4.8972 -5.0942  0.441
H49 -1.2631 1.2614 3.4230  0.406
H50 -0.5188 6.0483 -1.2698  0.232
H51 -3.0266 -3.7199 -2.0447  0.515
H52 -5.8193 6.6875 -3.4064  0.402
H53 0.2299 -5.5097 -3.6618  0.461
H54 -6.2352 0.2036 2.6630  0.371
H55 4.8176 -2.3924 -2.2423  0.638
H56 3.7328 -0.3540 -3.1880  0.314
H57 3.0661 -1.9340 0.2055  -0.185
H58 2.6887 -2.5269 3.1173  0.377
H59 1.1012 6.2706 -0.5926  0.305
H60 0.4331 2.2466 -5.2437  0.077

=====

2.
Molecular formula: C18H14F4NO6S3
Method: DFT, the ωB97M-V functional and the def2-TZVPD basis

As for the HOMO energy: -4.03 eV. Its charge is -1. Its spin multiplicity is 1. The calculation puts the frontier orbital gap at 6.748 eV. The energy above the lowest of the compared OMol25 structures with the same formula, charge and spin is 0.00 kcal per mole.

Each line ends with the Mulliken charge.
Atoms and positions in Å:
S1 1.8638 0.2852 -2.5840  0.200
S2 -0.9378 -1.2523 -0.0248  1.865
S3 -1.6557 1.2145 -1.9093  1.180
F1 -3.2261 -0.6103 -0.9736  -0.343
F2 4.3336 -0.5198 -3.0806  -0.225
F3 4.0796 1.6654 -2.8824  -0.235
F4 3.3710 0.6474 -4.6827  -0.243
O1 2.3130 2.6069 -0.4261  -0.594
O2 0.1255 -1.8142 -0.8452  -0.758
O3 3.1049 -1.9315 -0.6655  -0.617
O4 -0.6511 -0.4296 1.1520  -0.673
O5 -2.8914 1.5802 -2.5669  -0.732
O6 -0.4554 1.0722 -2.7251  -0.670
N1 2.4134 0.3099 -0.8700  -0.059
C1 -1.9174 -0.3357 -1.1383  -0.402
C2 2.3606 0.9439 1.3853  -0.346
C3 -0.0015 4.5206 -0.2168  -0.320
C4 2.3303 1.4525 -0.0425  0.601
C5 -0.3297 3.5094 -1.1201  -0.479
C6 -1.8642 -2.8450 2.0477  -0.167
C7 -0.5402 4.5121 1.0701  -0.379
C8 2.8255 -0.8520 -0.1956  0.486
C9 -2.2765 -4.0688 2.5968  -0.604
C10 -1.6897 2.4395 0.5848  -0.228
C11 3.5012 0.5211 -3.3282  0.628
C12 -1.3690 3.4642 1.4856  -0.630
C13 -1.8098 -2.6634 0.6537  -0.151
C14 -2.6585 -4.9220 0.3677  -0.528
C15 -2.2396 -3.7006 -0.1835  -0.552
C16 -2.6966 -5.1118 1.7584  -0.339
C17 -1.1952 2.4879 -0.7202  0.226
C18 2.8574 -0.4749 1.2867  -0.417
H1 2.9734 1.6186 1.9874  0.435
H2 3.8836 -0.6048 1.6457  0.334
H3 1.3401 0.9630 1.8009  -0.039
H4 -1.5168 -2.0242 2.6734  0.406
H5 -2.3152 1.6016 0.9035  0.334
H6 2.1850 -1.1502 1.8281  0.210
H7 -1.7659 3.4050 2.5075  0.350
H8 0.1059 3.4645 -2.1171  0.335
H9 0.7002 5.3019 -0.5038  0.365
H10 -2.9059 -5.7461 -0.3071  0.335
H11 -3.0356 -6.0638 2.1866  0.347
H12 -2.1771 -3.5753 -1.2646  0.386
H13 -0.2993 5.3132 1.7709  0.348
H14 -2.2468 -4.2042 3.6813  0.359

=====

3.
Molecular formula: C3H11N3O2
Method: DFT, the ωB97M-V functional and the def2-TZVPD basis

As for the HOMO energy: -8.92 eV. Its spin multiplicity is 1. The calculation puts the frontier orbital gap at 9.700 eV. The energy above the lowest of the compared OMol25 structures with the same formula, charge and spin is 79.75 kcal per mole. Its SMILES is [H]/N=C(\N)NO.C=O.C.

Each line ends with the Mulliken charge.
Atoms and positions in Å:
O1 -2.0912 0.9691 2.1233  -0.498
O2 -1.7290 -1.3440 -0.8439  -0.548
N1 0.3090 2.0825 2.0254  -0.431
N2 0.8119 0.7196 0.1548  -0.599
N3 -1.3193 0.8343 0.9436  -0.016
C1 -1.0622 -0.9706 -1.7828  -0.262
C2 0.0078 1.1668 1.0493  0.274
C3 1.6217 -1.8013 -1.3687  -0.855
H1 1.6362 -1.7103 -2.4493  0.286
H2 1.0449 -2.6724 -1.0774  0.302
H3 2.6439 -1.9629 -1.0361  0.332
H4 -0.9862 -1.5650 -2.7052  0.329
H5 -2.7933 1.5962 1.8997  0.352
H6 1.2807 2.2252 2.2399  0.228
H7 -0.5687 0.0115 -1.7864  0.304
H8 -1.5111 -0.0551 0.4537  0.353
H9 1.3227 -0.8359 -0.7910  0.126
H10 1.7082 1.1943 0.1432  0.071
H11 -0.3259 2.1180 2.8079  0.251

=====

4.
Molecular formula: C3H5NO
Method: DFT, the ωB97M-V functional and the def2-TZVPD basis

As for the HOMO energy: -8.66 eV. Its spin multiplicity is 1. The calculation puts the frontier orbital gap at 8.277 eV. The energy above the lowest of the compared OMol25 structures with the same formula, charge and spin is 99.56 kcal per mole.

Each line ends with the Mulliken charge.
Atoms and positions in Å:
O1 -0.1350 0.6713 -1.2545  -0.323
N1 -0.4930 -1.3163 -0.2396  -0.397
C1 0.5994 -0.8146 0.4472  -0.525
C2 -0.8206 -0.4358 -1.1548  0.244
C3 0.8880 0.4901 -0.2158  0.048
H1 0.8637 1.3621 0.4420  0.248
H2 -0.2974 -0.1793 2.2346  -0.035
H3 -1.6328 -0.5565 -1.8676  0.394
H4 1.8556 0.4386 -0.7253  0.273
H5 -0.8280 0.3405 2.3338  0.071

=====

5.
Molecular formula: C24H23Cl5IrNO3
Method: DFT, the ωB97M-V functional and the def2-TZVPD basis

As for the HOMO energy (alpha / beta): -14.26 / -14.26 eV. Its charge is +2. Its spin multiplicity is 1. The calculation puts the frontier orbital gap (alpha / beta) at 5.740 / 5.720 eV. The energy above the lowest of the compared OMol25 structures with the same formula, charge and spin is 24.73 kcal per mole.

Each line ends with the Mulliken charge.
Atoms and positions in Å:
Ir1 1.0666 -0.0480 -0.2722  1.180
Cl1 6.3445 -0.3103 -0.9407  -0.131
Cl2 6.9512 -1.0399 2.0576  -0.113
Cl3 1.6346 -1.3091 3.0077  -0.092
Cl4 3.2612 -0.2101 -1.8524  -0.101
Cl5 4.5983 -1.6185 4.0184  -0.126
O1 -1.7824 -2.0834 -3.1745  -0.445
O2 -0.8427 -0.1296 0.0285  -0.690
O3 1.1879 2.1395 -0.8126  -0.463
N1 -3.4185 -1.1551 -0.8321  0.138
C1 -2.9293 0.4162 1.0181  1.259
C2 -0.8719 1.0135 2.1347  -0.936
C3 2.9693 -1.0758 1.9514  0.959
C4 -1.5848 1.6819 3.1097  -0.895
C5 -1.0706 -3.6160 0.6217  -0.898
C6 -2.9758 1.7765 3.0325  -0.929
C7 -2.3536 -2.1125 -0.7644  0.000
C8 0.4024 2.7252 -1.8875  -0.355
C9 2.4627 2.7894 -0.5502  -0.418
C10 4.2847 -1.2073 2.3969  -0.010
C11 -1.0574 2.3815 -1.7214  -0.667
C12 2.7918 2.6637 0.9210  -0.799
C13 2.7183 -0.7356 0.6364  -1.239
C14 -0.6633 -3.5001 -1.7432  -0.601
C15 5.0924 -0.6374 0.1660  -0.306
C16 -2.9060 -1.3684 -3.6708  -0.854
C17 -3.6261 1.1614 1.9944  -0.841
C18 -1.5127 0.4054 1.0564  1.211
C19 -3.7198 -0.2113 0.0091  -0.604
C20 5.3479 -0.9614 1.5101  0.511
C21 -2.0527 -2.6663 0.4816  -0.018
C22 3.7756 -0.5664 -0.2220  0.863
C23 -1.6633 -2.5369 -1.9053  0.687
C24 -0.3636 -4.0315 -0.5067  -0.629
H1 -1.6501 2.9435 -2.4421  0.520
H2 -1.3907 2.6472 -0.7168  0.225
H3 -2.6379 -2.3635 1.3422  0.531
H4 2.6225 1.6369 1.2572  0.015
H5 -4.1117 -1.3330 -1.5469  0.411
H6 0.5400 3.8039 -1.8326  0.452
H7 -1.0650 2.1391 3.9420  0.507
H8 -1.2293 1.3164 -1.8844  -0.111
H9 2.3643 3.8382 -0.8250  0.577
H10 -2.7159 -1.2350 -4.7304  0.274
H11 -3.8274 -1.9497 -3.5654  0.363
H12 -4.7368 0.1566 -0.0923  0.489
H13 -0.8749 -4.0580 1.5889  0.493
H14 0.7813 2.3838 -2.8530  0.267
H15 -0.1536 -3.8315 -2.6389  0.513
H16 2.1576 3.3223 1.5134  0.348
H17 -3.0064 -0.3849 -3.2080  0.260
H18 0.3976 -4.7958 -0.4218  0.473
H19 3.8348 2.9175 1.1062  0.392
H20 0.2092 0.9501 2.1710  0.229
H21 -4.7077 1.2063 1.9334  0.438
H22 -3.5314 2.3131 3.7878  0.431
H23 3.2368 2.3534 -1.1810  0.254

=====

Molecular weight per entry: 951.19; 512.50; 121.14; 71.08; 742.93 g mol⁻¹
F_max per entry: 2.079; 2.435; 2.360; 0.389; 2.354 eV/Å